[1]
{
  "formula": "C34H64BrF3IO12PS3",
  "method": "ωB97M-V with the def2-TZVPD basis set",
  "symbols": ["C", "C", "C", "C", "C", "C", "C", "C", "C", "O", "C", "C", "C", "C", "C", "O", "C", "O", "C", "O", "C", "F", "F", "F", "C", "O", "C", "C", "I", "C", "C", "P", "O", "Br", "H", "H", "H", "H", "H", "H", "H", "H", "H", "H", "H", "H", "H", "H", "H", "H", "H", "H", "H", "H", "H", "H", "H", "H", "H", "H", "H", "H", "H", "H", "H", "H", "H", "H", "H", "H", "H", "H", "H", "H", "C", "C", "C", "S", "O", "O", "C", "H", "H", "H", "H", "H", "H", "H", "H", "C", "C", "C", "S", "O", "O", "C", "H", "H", "H", "H", "H", "H", "H", "H", "C", "C", "C", "S", "O", "O", "C", "H", "H", "H", "H", "H", "H", "H", "H"],
  "xyz": [[-5.47941, 1.35762, -1.04969], [-5.63187, 1.85557, -2.57242], [-4.26252, 2.29477, -3.28320], [-3.05423, 1.24812, -3.12971], [-1.69856, 2.14444, -3.00535], [-0.35524, 1.27826, -3.11670], [-0.22091, 0.44783, -1.72995], [1.28514, -0.10901, -1.54392], [1.55348, -0.12938, 0.06413], [2.15760, 1.14323, 0.35500], [2.54367, 1.30877, 1.72555], [1.54844, 0.71219, 2.81857], [0.04112, 1.23827, 2.73448], [-0.97438, 0.30183, 3.57484], [-0.30264, -0.46796, 4.80133], [-1.30063, -1.34015, 5.46428], [-1.04148, -2.70365, 5.08230], [-0.11545, -3.38635, 5.55838], [2.65232, 2.90886, 1.97764], [3.69706, 3.23095, 2.94623], [3.24371, 4.23006, 3.82672], [2.98230, 5.45719, 3.19266], [4.30399, 4.44865, 4.75385], [2.15549, 3.76763, 4.61123], [2.43003, -1.42066, 0.40547], [3.41073, -1.76258, -0.62749], [4.75335, -1.43090, -0.20966], [5.58673, -2.69421, 0.37691], [6.26757, -3.94229, -1.32255], [4.71727, -3.66793, 1.30002], [5.62520, -4.69057, 2.17055], [1.35262, -2.99258, 0.70704], [0.56950, -2.66793, 2.22982], [-0.35054, -3.11109, -0.77409], [-6.18470, 1.92159, -0.35092], [-4.39638, 1.38308, -0.65888], [-5.82837, 0.26108, -1.02919], [-6.20994, 1.10420, -3.22768], [-6.29559, 2.80243, -2.54031], [-3.88535, 3.32711, -2.97474], [-4.48970, 2.35949, -4.40949], [-2.88867, 0.58709, -4.04952], [-3.15065, 0.54614, -2.23615], [-1.71368, 2.70265, -1.99316], [-1.79985, 2.95806, -3.80717], [0.57573, 1.94062, -3.27269], [-0.44690, 0.56667, -4.00493], [-0.43379, 1.19553, -0.89605], [-1.01038, -0.37435, -1.75431], [2.04038, 0.58685, -2.03721], [1.37108, -1.13621, -2.02006], [0.49736, -0.26804, 0.51456], [3.59960, 0.87970, 1.90781], [1.95435, 1.04425, 3.84871], [1.63827, -0.43003, 2.81825], [-0.02670, 2.28631, 3.17839], [-0.37105, 1.30775, 1.66069], [-1.74368, 1.02807, 4.03768], [-1.58205, -0.40190, 2.90387], [0.15305, 0.23534, 5.58389], [0.54665, -1.18602, 4.49306], [-1.72860, -3.23496, 4.32283], [2.96928, 3.35884, 0.96220], [1.64219, 3.38461, 2.21729], [3.05028, -1.33168, 1.37623], [4.82004, -0.50810, 0.47208], [5.31833, -1.13078, -1.16970], [6.50968, -2.33594, 0.93482], [3.96663, -4.28058, 0.67762], [4.16240, -3.02614, 2.08361], [6.31269, -4.07278, 2.84904], [4.92874, -5.26554, 2.88850], [6.17763, -5.43846, 1.51696], [-0.17932, -2.04305, 2.04231], [10.58214, -0.45857, 1.65356], [11.32650, -0.03005, 0.38722], [10.28485, 0.14684, -0.71966], [8.75524, 0.58623, 0.09854], [7.80207, -0.48163, -0.10359], [8.43868, 1.96581, -0.19077], [9.38398, 0.47534, 1.76480], [11.21951, -0.39994, 2.53799], [10.24194, -1.49398, 1.54938], [11.83628, 0.92154, 0.56887], [12.08702, -0.75902, 0.09941], [10.56437, 0.94060, -1.41278], [10.12009, -0.78319, -1.26642], [8.60744, 0.10084, 2.43127], [9.69262, 1.47687, 2.07193], [-8.74445, 0.48939, -7.59128], [-8.02006, 1.73087, -8.11618], [-7.21209, 2.31566, -6.95568], [-6.81997, 0.94240, -5.87727], [-7.50049, 1.13817, -4.61646], [-5.40392, 0.66529, -5.95379], [-7.70137, -0.29805, -6.80901], [-9.17019, -0.10482, -8.40223], [-9.56126, 0.79136, -6.92788], [-7.34389, 1.44219, -8.92728], [-8.71936, 2.46655, -8.51929], [-6.28753, 2.77865, -7.30152], [-7.79783, 3.03725, -6.38380], [-8.13605, -1.03271, -6.13183], [-6.98761, -0.78074, -7.48013], [-6.54741, -1.99464, 3.55276], [-5.16377, -2.25116, 4.15415], [-4.12616, -1.86714, 3.09751], [-4.88802, -0.60312, 2.08374], [-5.06352, -1.12799, 0.75098], [-4.24000, 0.66449, 2.33554], [-6.46963, -0.61624, 2.90935], [-7.33299, -2.03998, 4.30955], [-6.76570, -2.75134, 2.79233], [-5.03175, -1.62708, 5.04387], [-5.04432, -3.29185, 4.46371], [-3.21908, -1.46844, 3.55145], [-3.87923, -2.71310, 2.45307], [-7.26631, -0.43240, 2.18908], [-6.45725, 0.17102, 3.66628]],
  "forces_ev_per_a": [[-0.317, -0.915, -0.577], [-0.039, 1.026, 0.369], [-0.271, -0.973, -0.719], [1.178, 0.817, -0.069], [-0.419, -0.201, 0.037], [-0.645, 0.172, 0.719], [0.918, 0.745, -1.455], [-1.140, 0.253, 0.769], [-0.024, -1.330, -2.103], [-0.449, -0.862, 1.194], [0.217, 1.234, 1.769], [0.383, 0.019, 0.247], [-0.342, -0.449, 0.055], [-0.247, 0.875, 0.793], [1.002, -0.344, -0.421], [0.788, -1.869, -1.598], [2.185, -1.735, 1.644], [-3.152, 2.819, -1.535], [-0.268, -0.372, -2.702], [-2.235, 1.947, 1.393], [2.054, -0.738, 1.069], [0.006, -2.856, 1.630], [-2.554, -0.263, -2.202], [1.885, 1.577, -1.967], [0.064, 0.692, 0.266], [-0.221, 0.753, 1.690], [1.852, -0.169, -1.218], [-1.221, 0.081, 0.722], [-0.082, 0.587, 0.643], [0.515, -0.367, 0.608], [-0.932, 0.530, 0.297], [0.578, -0.590, 1.584], [-0.293, 0.888, -2.536], [0.207, 0.515, 0.427], [1.137, -0.592, -0.875], [-1.772, 0.111, -0.523], [0.735, 1.681, 0.191], [1.464, 1.257, 1.631], [0.909, -1.434, -0.251], [-0.686, -1.367, -0.055], [0.393, 0.071, 1.624], [-0.615, 0.908, 1.131], [-0.020, 1.054, -1.085], [0.050, -0.849, -1.485], [0.430, -1.188, 0.948], [-1.459, -0.955, 0.289], [0.228, 0.891, 1.132], [0.149, -1.027, -0.946], [1.198, 1.027, 0.362], [-0.984, -0.899, 0.768], [0.054, 1.300, 0.763], [1.745, 0.396, -0.190], [-1.473, 0.562, -0.270], [-0.442, -0.501, -1.606], [-0.426, 1.619, -0.107], [0.219, -1.374, -0.608], [0.826, -0.084, 1.585], [0.945, -1.337, -0.796], [1.116, 0.854, 0.896], [-0.967, -0.897, -1.109], [-1.204, 1.405, 0.253], [0.505, 1.363, 1.057], [-0.387, -0.649, 1.606], [1.452, -0.832, 0.001], [-1.420, -0.057, -1.146], [-0.342, -1.484, -0.670], [-0.982, -0.317, 1.521], [-1.149, -0.428, -0.969], [1.108, 1.224, 0.982], [0.648, -0.912, -1.262], [-0.661, -1.013, -1.139], [1.049, 0.782, -1.211], [-0.550, 1.111, 0.890], [0.800, -0.544, 0.448], [0.057, -0.169, 0.016], [0.214, 0.044, 0.073], [0.496, -0.169, -0.296], [0.091, 0.433, 0.049], [-0.080, 0.280, -0.021], [-0.261, -0.439, -0.056], [0.186, -0.136, 0.440], [-0.075, -0.016, -0.062], [0.001, 0.078, 0.046], [-0.055, -0.077, -0.008], [-0.073, 0.083, 0.002], [-0.239, -0.064, 0.016], [-0.133, 0.098, 0.061], [-0.078, 0.104, -0.148], [-0.098, -0.041, -0.083], [-0.160, 0.057, -0.005], [-0.037, -0.005, -0.227], [-0.117, 0.477, -0.351], [0.111, -0.187, -0.189], [-0.161, -0.152, -0.773], [-0.302, 0.053, 0.318], [-0.316, -0.299, -0.250], [0.025, 0.037, 0.086], [0.057, -0.071, -0.034], [-0.054, 0.015, 0.076], [0.090, -0.050, 0.036], [-0.015, -0.067, 0.232], [0.099, -0.128, 0.075], [0.170, 0.088, 0.084], [0.013, 0.055, 0.112], [-0.046, -0.166, -0.028], [-0.028, -0.047, 0.247], [0.253, -0.422, 0.318], [-0.087, 0.232, 0.027], [0.237, 0.086, 0.296], [0.024, -0.243, -0.355], [-0.439, -0.076, 0.219], [0.054, 0.006, -0.079], [-0.025, 0.085, 0.040], [0.007, -0.043, -0.083], [0.012, 0.099, -0.019], [-0.110, 0.064, -0.120], [-0.059, 0.147, -0.090], [0.186, 0.090, -0.072], [0.057, -0.014, -0.108]],
  "smiles": "CCCCCCCC[C@H](O[C@H](CCCCOC=O)COC(F)(F)F)[C@H](OC[C@H](I)CC)P(O)Br.O=S1(=O)CCCC1.O=S1(=O)CCCC1.O=S1(=O)CCCC1",
  "homo_energy_ev": -8.8,
  "homo_lumo_gap_ev": 9.31,
  "spin_multiplicity": 1,
  "charge": 0,
  "e_tot_ha": -6943.7991
}

***

[2]
{
  "formula": "C17H49O24P5S",
  "method": "ωB97M-V with the def2-TZVPD basis set",
  "symbols": ["C", "O", "P", "O", "O", "C", "O", "C", "H", "H", "H", "H", "H", "H", "H", "H", "H", "C", "O", "P", "O", "O", "C", "O", "C", "H", "H", "H", "H", "H", "H", "H", "H", "H", "C", "O", "P", "O", "O", "C", "O", "C", "H", "H", "H", "H", "H", "H", "H", "H", "H", "C", "O", "P", "O", "O", "C", "O", "C", "H", "H", "H", "H", "H", "H", "H", "H", "H", "C", "O", "P", "O", "O", "C", "O", "C", "H", "H", "H", "H", "H", "H", "H", "H", "H", "C", "C", "O", "S", "O", "O", "O", "H", "H", "H", "H"],
  "xyz": [[-24.30470, -2.14231, -4.45143], [-23.24190, -1.24313, -4.49752], [-22.31399, -1.12151, -5.79765], [-21.75904, -2.42940, -6.20815], [-23.26261, -0.36560, -6.83528], [-22.86505, -0.04159, -8.17408], [-21.27510, 0.00079, -5.32889], [-20.12021, 0.25566, -6.10001], [-24.08364, -3.17703, -4.74188], [-25.02713, -1.98495, -5.27159], [-24.87341, -2.13443, -3.52720], [-22.14495, -0.80283, -8.48281], [-22.33015, 0.90920, -8.20493], [-23.74235, -0.04355, -8.81112], [-20.24420, 1.11830, -6.76392], [-19.97757, -0.49661, -6.88552], [-19.26744, 0.42261, -5.44809], [-21.54739, 3.12385, -13.55206], [-20.47117, 2.62351, -12.79880], [-20.53038, 1.33130, -11.83215], [-19.44691, 0.37534, -12.12105], [-22.05679, 0.90730, -11.99720], [-22.44347, -0.50131, -12.09627], [-20.41435, 2.01788, -10.37630], [-19.50049, 1.40362, -9.44846], [-21.54345, 4.19182, -13.77333], [-22.52390, 2.89324, -13.12764], [-21.60869, 2.71595, -14.56781], [-22.95814, -1.00001, -11.27153], [-21.47090, -0.98123, -12.20782], [-23.14317, -0.57164, -12.92493], [-18.61642, 1.07428, -9.99810], [-19.99761, 0.55385, -8.98501], [-19.12326, 2.22296, -8.83741], [-25.84230, -3.22215, -0.63819], [-25.63416, -3.75450, 0.66124], [-24.20556, -3.87453, 1.33026], [-23.46827, -2.58856, 1.33203], [-23.53428, -5.18487, 0.63553], [-22.20815, -5.61603, 0.86123], [-24.52191, -4.51034, 2.75532], [-23.86670, -3.99669, 3.88909], [-26.25567, -2.21955, -0.50333], [-26.57638, -3.76967, -1.22498], [-24.91952, -3.10327, -1.20586], [-21.53324, -4.76625, 1.01077], [-21.88484, -6.08837, -0.06616], [-22.07895, -6.27188, 1.72294], [-24.52592, -4.13071, 4.74647], [-23.59019, -2.94022, 3.81811], [-22.88505, -4.42396, 4.12912], [-16.89579, 4.51275, -2.31873], [-17.18265, 3.11885, -2.32768], [-18.73018, 2.66200, -2.46499], [-19.38710, 3.09994, -3.68127], [-19.39715, 3.12546, -1.06496], [-18.78748, 2.75853, 0.18583], [-18.55395, 1.06803, -2.26294], [-19.75411, 0.24795, -2.29539], [-16.58079, 4.83592, -3.31633], [-16.06098, 4.61015, -1.62772], [-17.76430, 5.14641, -2.12604], [-19.61869, 2.22628, 0.65187], [-18.52252, 3.62255, 0.79089], [-17.93846, 2.07581, 0.20058], [-19.47366, -0.79781, -2.32278], [-20.27379, 0.57317, -3.19753], [-20.35063, 0.57781, -1.44365], [-18.53764, -3.64857, -4.55764], [-19.93443, -3.87610, -4.74114], [-20.77603, -4.74935, -3.64138], [-22.21747, -4.62674, -3.85447], [-20.22550, -6.24850, -3.55325], [-20.24168, -7.09203, -4.70815], [-20.28070, -4.09660, -2.27896], [-21.18352, -3.25188, -1.56319], [-18.25860, -2.63768, -4.27041], [-17.99176, -3.99831, -5.43635], [-18.20218, -4.34883, -3.78437], [-21.25815, -7.21801, -5.07567], [-19.69868, -8.01172, -4.51402], [-19.65739, -6.58170, -5.48265], [-21.99131, -3.88300, -1.19979], [-21.54817, -2.45118, -2.21319], [-20.67519, -2.71844, -0.76107], [-20.48574, -4.63475, -8.45182], [-20.38690, -3.32445, -9.20981], [-21.69442, -2.84453, -9.41041], [-22.86019, -3.96505, -9.22413], [-23.00439, -4.67737, -10.46523], [-24.03617, -3.48365, -8.57997], [-21.91893, -4.83125, -8.25403], [-20.31536, -4.47755, -7.38486], [-20.05797, -5.51497, -8.92150], [-19.85852, -3.38360, -10.16015], [-19.88191, -2.63838, -8.52717]],
  "forces_ev_per_a": [[-1.963, -1.783, -1.973], [1.313, 1.132, -0.305], [-0.656, -0.860, 0.524], [-0.040, 1.320, -0.579], [-0.187, -0.063, 0.400], [1.008, -0.557, 0.395], [-0.629, -0.515, 0.341], [0.099, 0.322, -1.523], [1.005, 0.081, 0.825], [-0.022, 0.932, 0.309], [0.522, 0.385, 0.275], [-0.283, -0.037, -0.413], [-0.386, 0.229, 0.085], [-0.025, 0.034, 0.042], [-0.258, 0.500, 0.762], [0.426, -0.639, 0.724], [0.031, -0.238, -0.058], [-1.560, -0.042, -1.282], [0.066, -0.413, 0.682], [0.341, 1.681, -0.615], [-0.971, -0.005, 0.298], [-0.264, -0.607, 0.854], [0.859, 0.078, -0.352], [-0.204, -0.655, -0.846], [0.661, 0.509, -0.962], [0.748, 0.153, 0.837], [0.158, 0.047, 0.361], [0.495, -0.518, 0.156], [0.178, 0.986, 0.652], [-0.489, -0.756, -0.587], [0.467, -0.080, -0.356], [-0.162, -0.366, 0.030], [0.225, 0.240, 0.459], [-0.539, -0.335, 0.634], [-0.001, 1.329, -0.362], [0.309, -1.215, 0.467], [0.543, -0.258, -0.302], [-0.008, -1.287, -0.065], [-1.124, 1.294, -0.167], [0.953, 0.652, -0.251], [-0.055, 0.387, -0.461], [0.661, 0.989, 1.423], [0.071, -0.001, -0.023], [0.161, -0.541, 0.353], [0.072, -0.265, 0.050], [-0.131, 0.062, 0.046], [-0.010, -0.300, 0.203], [-0.462, -0.157, -0.080], [0.047, -0.051, -0.094], [-0.621, 0.080, -0.345], [-0.317, -0.776, -0.413], [0.303, 0.272, -0.809], [-1.323, -0.916, -0.028], [1.661, -1.027, 1.640], [-0.682, 0.259, -0.130], [0.850, 0.244, -1.282], [-1.150, -0.620, 0.663], [0.576, 0.703, -0.151], [0.015, 1.880, -0.469], [0.200, -0.265, 0.057], [-0.260, 0.483, 0.117], [0.058, -0.192, 0.645], [0.295, 0.061, 0.592], [-0.143, 0.278, -0.321], [0.065, 0.081, -0.857], [0.032, 0.031, 0.190], [-0.340, -0.635, -0.004], [-0.177, -0.718, 0.131], [0.432, -1.749, 0.553], [-0.523, -0.964, 0.511], [-0.184, 1.379, -0.431], [0.207, -0.312, -0.230], [0.389, 0.744, 0.412], [0.475, 0.934, -0.842], [0.783, -0.668, 0.028], [-0.473, 0.475, -0.232], [-0.419, 0.130, -0.160], [-0.196, 0.488, -0.286], [0.296, 0.411, 0.207], [0.001, -0.309, 0.147], [-0.389, -0.101, 0.444], [-0.169, -0.086, -0.164], [-0.162, 0.442, 0.135], [-0.318, -0.296, -0.119], [0.298, -0.588, 0.141], [-2.029, 0.042, 1.274], [0.809, 0.220, 0.315], [-1.683, 0.634, -0.360], [1.877, -1.367, -0.496], [0.011, 0.649, 0.569], [1.133, 0.199, -0.028], [-1.565, -0.415, -0.580], [1.392, -0.220, -0.243], [0.104, 0.069, 0.056], [-0.085, -0.087, -0.012], [-0.042, 0.323, -0.366]],
  "smiles": "COP(=O)(OC)OC.COP(=O)(OC)OC.COP(=O)(OC)OC.COP(=O)(OC)OC.COP(=O)(OC)OC.O=S1(=O)OCCO1",
  "de_lowest_ev": 0.000,
  "homo_energy_ev": -10.3,
  "homo_lumo_gap_ev": 10.66,
  "spin_multiplicity": 1,
  "charge": 0,
  "e_tot_ha": -4588.2059
}

***

[3]
{
  "formula": "C3H2O3",
  "method": "ωB97M-V with the def2-TZVPD basis set",
  "symbols": ["O", "C", "C", "O", "C", "O", "H", "H"],
  "xyz": [[1.42956, -0.65378, 1.21641], [1.07535, -0.76824, 0.07127], [0.07981, 0.22436, -0.52814], [0.25625, 0.69943, -1.62453], [-1.13810, 0.59949, 0.31885], [-1.74311, -0.24922, 0.92102], [1.50004, -1.50898, -0.63336], [-1.45980, 1.65694, 0.25847]],
  "forces_ev_per_a": [[-0.241, -0.078, -0.588], [0.258, -0.033, 0.373], [0.077, 0.206, -0.388], [-0.126, -0.265, 0.613], [-0.323, -0.211, 0.164], [0.357, 0.419, -0.270], [-0.007, 0.087, 0.098], [0.005, -0.124, -0.002]],
  "smiles": "O=CC(=O)C=O",
  "de_lowest_ev": 1.530,
  "homo_energy_ev": -10.1,
  "homo_lumo_gap_ev": 8.98,
  "spin_multiplicity": 1,
  "charge": 0,
  "e_tot_ha": -341.1806
}